1.
Here is a molecular structure, C39H20IrN9O4 at a distorted geometry from the Open Molecules 2025 dataset. Energies are from wB97M-V/def2-TZVPD.

Each line ends with the Mulliken spin population.
Geometry (Å):
C1 -3.194 1.306 -1.638  0.0007
C2 1.889 -1.028 -1.950  0.0038
N1 -0.766 -2.905 -0.942  0.0561
C3 -0.868 -2.737 2.644  0.0527
N2 -3.952 -0.323 -4.899  0.0000
C4 -0.926 4.072 5.341  0.0059
O1 -1.150 0.497 -0.879  0.0029
H1 -2.300 -0.245 -2.836  0.0016
N3 2.884 -0.131 -1.749  -0.0017
C5 5.154 1.847 -1.186  0.0030
C6 -4.054 0.578 -3.731  0.0004
C7 -2.204 1.205 -0.517  -0.0024
C8 -0.922 -2.596 0.391  0.2415
C9 0.104 -2.335 -1.655  0.0224
C10 0.000 3.744 4.355  0.0025
C11 0.056 -4.714 1.532  0.0627
C12 -5.095 1.486 -3.667  0.0001
H2 0.760 -6.211 2.870  0.0030
C13 0.314 -3.656 -3.894  0.0048
C14 0.310 -5.231 2.781  0.0309
C15 -3.098 0.473 -2.744  -0.0015
C16 -2.285 2.127 4.826  0.0141
C17 2.316 1.921 1.070  0.0058
H3 0.876 4.353 4.175  0.0004
O2 -4.787 -0.211 -5.768  0.0000
C18 1.144 -3.797 -5.005  0.0001
C19 -0.600 -3.278 3.908  0.0734
H4 2.918 -3.173 -6.024  0.0001
C20 5.620 3.639 0.383  0.0004
C21 1.834 -1.947 -3.101  0.0100
C22 -0.540 -3.449 1.467  0.0573
C23 2.898 0.668 -0.727  -0.0002
H5 6.285 4.426 0.713  0.0002
H6 5.417 1.250 -2.048  0.0001
C24 2.299 -3.035 -5.147  0.0026
C25 2.667 -2.093 -4.189  0.0014
N4 1.949 0.823 0.291  -0.0041
H7 -3.152 1.507 5.005  0.0014
C26 -1.258 0.675 2.924  0.0461
N5 -1.472 -1.431 0.832  -0.0536
C27 -0.014 -4.521 3.954  0.0195
N6 -0.165 0.960 2.034  -0.0104
O3 -2.371 1.731 0.564  -0.0011
H8 0.883 -4.510 -5.776  0.0001
Ir1 0.226 -0.088 0.370  -0.0012
C28 -5.177 2.315 -2.558  0.0000
H9 3.563 -1.496 -4.295  0.0002
C29 -0.252 2.612 3.610  0.0118
H10 -5.982 3.033 -2.486  0.0001
H11 6.910 3.072 -1.231  0.0002
H12 -4.297 2.853 -0.667  0.0001
C30 0.681 -2.718 -2.955  -0.0042
N7 -1.810 -0.458 2.986  0.0417
C31 0.481 2.004 2.489  0.0114
H13 -0.586 -4.245 -3.783  0.0012
O4 -3.033 -1.120 -4.915  0.0001
H14 0.300 -5.269 0.636  0.0088
C32 -4.236 2.222 -1.544  -0.0002
N8 1.660 2.490 2.029  -0.0046
C33 -1.419 -1.503 2.198  0.2552
C34 3.977 1.632 -0.496  0.0083
N9 0.842 -1.205 -1.188  -0.0019
C35 -1.373 1.819 3.840  -0.0008
H15 -0.855 -2.744 4.813  0.0075
H16 0.196 -4.976 4.913  0.0023
C36 -2.047 3.280 5.571  -0.0009
H17 4.141 4.016 1.918  0.0000
H18 -2.748 3.567 6.343  0.0001
H19 -5.818 1.531 -4.468  0.0001
C37 4.429 3.418 1.065  0.0033
C38 3.623 2.398 0.601  0.0071
H20 -0.775 4.960 5.941  0.0003
C39 5.977 2.868 -0.723  0.0011

Calculated values
⟨S²⟩: 0.7683
2S+1: 2
Net charge: +1
HOMO level (alpha / beta), eV: -10.0 / -11.6
ΔE to the lowest compared entry with this formula, charge and spin, eV: 1.4813
LUMO (alpha / beta), eV: -4.7 / -4.9


2.
Here is a molecular structure, C19H48CaN3O7 at a distorted geometry from the Open Molecules 2025 dataset. Energies are from wB97M-V/def2-TZVPD.

Each line ends with the Löwdin charge.
Geometry (Å):
H1 0.025 0.813 1.972  0.1100
H2 -1.046 -3.154 -6.108  0.1337
H3 -1.274 2.473 -1.481  0.1167
H4 -0.424 6.329 2.756  0.0946
C1 3.376 -1.058 -1.378  -0.0632
C2 -3.268 2.047 -0.881  -0.2421
C3 -1.235 5.599 2.616  -0.1199
H5 1.053 -4.024 -5.939  0.1275
H6 0.354 3.215 1.063  0.1003
H7 -2.937 -1.108 3.051  0.0894
H8 -5.473 0.786 0.106  0.0879
H9 -1.318 -1.977 7.263  0.0887
H10 -0.372 -1.835 -1.268  0.0725
H11 0.632 -2.319 3.456  0.1033
H12 2.339 -2.301 -5.486  0.1115
H13 2.672 -3.670 -2.969  0.1359
H14 1.512 -1.000 1.530  0.0863
N1 -1.979 4.114 -0.415  -0.0436
H15 4.550 -1.622 -4.246  0.1315
C4 0.802 -3.491 -5.010  -0.1606
H16 1.721 -3.609 5.184  0.1267
O1 -0.066 -1.350 -5.809  -0.3034
H17 3.570 -3.963 -4.458  0.1377
C5 1.849 -1.534 4.846  -0.2110
H18 2.186 -2.700 6.615  0.1222
O2 3.222 -1.044 -2.797  -0.3534
H19 -6.020 2.318 0.830  0.0881
C6 -5.437 1.883 0.028  -0.0964
O3 -0.968 -0.856 2.595  -0.1966
N2 1.892 -2.608 -4.617  -0.1563
H20 2.194 0.025 2.825  0.1232
H21 -2.407 0.583 2.923  0.0905
C7 -0.255 -1.842 7.068  -0.1067
O4 0.190 -0.164 -2.400  -0.5475
H22 -1.976 -0.408 4.355  0.0855
H23 -3.717 2.415 -1.815  0.1259
C8 1.505 -2.701 5.754  -0.2344
C9 3.969 -2.094 -3.444  -0.1859
H24 4.433 -0.939 -1.117  0.1034
C10 0.114 0.040 2.750  -0.2282
C11 0.002 4.243 1.172  -0.2427
H25 3.029 -2.003 -0.957  0.1092
C12 0.186 -1.157 -7.177  -0.0925
H26 -3.097 0.961 -0.955  0.1169
H27 0.912 4.853 1.305  0.1217
O5 -4.105 2.330 0.205  -0.1943
C13 -0.442 -2.641 -5.357  -0.1676
O6 0.146 -2.785 6.094  -0.1816
H28 2.926 -1.343 4.929  0.1187
Ca1 1.510 -0.188 -4.183  1.5523
H29 0.161 -0.085 -7.388  0.0990
C14 1.424 -0.714 2.580  -0.2166
H30 0.646 -0.633 -0.436  0.0334
H31 0.073 0.499 3.744  0.1161
H32 -0.214 -0.811 6.680  0.0765
H33 -5.798 2.129 -0.976  0.0862
H34 -0.732 5.782 -0.199  0.1089
H35 0.351 -1.932 7.972  0.0908
H36 -0.633 -1.558 -7.787  0.1071
H37 0.560 -4.276 -4.299  0.1358
O7 -0.798 4.299 2.320  -0.1788
H38 4.713 -2.474 -2.744  0.1321
H39 1.122 -1.568 -7.577  0.0968
H40 -1.957 5.988 1.890  0.0856
H41 -1.739 5.593 3.586  0.0914
H42 -1.062 -2.514 -4.471  0.1337
C15 -1.920 2.682 -0.622  -0.2280
H43 2.835 -0.224 -0.943  0.0904
H44 1.377 -0.596 5.175  0.1030
N3 1.544 -1.866 3.444  -0.0535
C16 -2.124 -0.419 3.268  -0.0988
H45 -2.589 4.274 0.382  0.1012
H46 -1.493 2.136 0.237  0.1078
H47 0.024 4.319 -0.897  0.1121
C17 3.026 -3.202 -3.891  -0.1646
C18 -0.144 -0.758 -1.196  -0.2962
H48 -1.039 -0.307 -0.739  0.0545
C19 -0.672 4.697 -0.136  -0.2101

Calculated values
Net charge: +1
HOMO level, eV: -10.2
ΔE to the lowest compared entry with this formula, charge and spin, eV: 0.0000
LUMO, eV: -3.9


3.
Here is a single C4H8N2O molecule from the Open Molecules 2025 dataset. Energies are from wB97M-V/def2-TZVPD.

Each line ends with the natural charge from an NBO analysis.
Geometry (Å):
N1 -0.729 0.818 -0.259  -0.3584
O1 2.679 -1.115 0.722  -0.6315
H1 -0.864 1.806 -0.522  0.3969
H2 0.385 0.424 1.618  0.2099
H3 -0.581 -0.247 -2.206  0.2076
H4 1.223 1.511 0.466  0.2241
H5 3.372 -1.765 0.571  0.4711
C1 -1.969 0.101 0.214  -0.4113
C2 0.564 0.638 0.562  -0.2291
C3 0.931 -0.459 -0.430  0.1506
N2 1.863 -1.344 -0.436  -0.2898
H6 -1.658 -0.610 0.983  0.2240
H7 -2.724 0.794 0.581  0.1964
H8 -2.392 -0.506 -0.599  0.2300
C4 -0.101 -0.046 -1.268  -0.3904

Calculated values
HOMO level, eV: -6.2
ΔE to the lowest compared entry with this formula, charge and spin, eV: 6.0014
LUMO, eV: 0.5


4.
Here is a molecular structure, C38H30IKN8S3 from the Open Molecules 2025 dataset. Energies are from wB97M-V/def2-TZVPD.

Each line ends with the Löwdin charge.
Geometry (Å):
C1 1.710 -2.750 -0.096  -0.0330
H1 5.290 -2.179 -1.410  0.0942
H2 3.457 -0.834 -3.030  0.0898
I1 -2.981 1.128 -5.357  0.8275
C2 5.333 -0.521 -5.837  -0.1065
C3 2.982 -1.086 5.395  -0.1430
C4 3.502 -1.985 4.434  -0.1247
H3 4.900 -1.478 -7.709  0.0956
H4 -1.865 2.501 5.187  0.1110
N1 1.895 -0.807 1.347  0.0118
C5 -6.224 0.602 4.460  -0.1912
C6 -2.598 3.902 3.721  -0.0914
H5 6.230 -0.034 -6.201  0.0920
C7 3.163 -1.910 3.117  -0.0336
H6 -3.946 -1.679 3.356  0.0885
N2 1.046 -1.547 -3.633  -0.0452
C8 3.437 -1.955 -6.226  -0.0491
S1 2.229 -4.872 -5.416  0.4895
C9 3.536 -3.415 -1.529  -0.1219
C10 1.456 -3.639 -4.593  -1.1253
C11 -3.407 2.556 -0.814  -0.1377
C12 3.777 -0.958 -4.054  -0.0225
C13 4.921 -0.334 -4.525  -0.0765
C14 -0.600 2.624 3.467  -0.3389
H7 -0.992 4.430 0.800  0.1045
N3 1.846 -2.366 -4.417  -0.1436
C15 3.757 -1.501 -0.076  -0.0501
H8 -5.828 -1.474 4.872  0.0774
C16 1.511 1.946 -2.031  -0.0895
C17 -4.458 2.197 -2.924  -0.1481
C18 -5.522 -0.601 4.300  -0.1710
C19 3.042 -1.768 -4.909  -0.2040
S2 -1.208 -1.520 -2.186  0.5044
H9 -7.063 0.685 5.139  0.0541
H10 -3.494 4.160 4.272  0.1032
N4 0.828 0.944 3.186  0.0266
H11 -3.456 2.835 0.231  0.0777
H12 4.187 -2.765 4.754  0.0879
H13 -5.327 2.196 -3.569  0.0901
H14 -5.489 2.914 -1.173  0.1038
C20 -2.132 1.774 -2.538  -0.2534
H15 -2.613 1.165 1.219  -0.0444
H16 5.491 0.299 -3.856  0.1035
H17 -1.165 1.433 -2.882  0.0418
C21 -1.709 2.986 4.234  -0.0154
C22 -3.968 0.376 2.650  -0.3609
C23 -2.901 0.281 1.773  -0.0916
N5 1.415 0.957 -2.629  0.0565
C24 -4.547 2.599 -1.602  -0.0534
H18 0.695 -2.886 0.255  0.1066
C25 2.458 -1.687 0.419  -0.3273
H19 -2.379 -0.651 1.590  0.0194
N6 -2.221 2.150 -1.266  0.0634
H20 3.262 -1.167 6.437  0.0747
C26 1.725 -0.007 3.621  -0.2175
C27 2.250 -0.904 2.612  -0.2532
C28 -4.717 1.594 2.833  -0.1135
H21 -3.023 5.170 2.017  0.0943
C29 -5.789 1.688 3.693  -0.1739
H22 3.937 -4.070 -2.294  0.0930
C30 -0.023 -2.163 -3.194  -1.1774
C31 2.246 -3.604 -1.050  -0.1089
H23 -4.416 2.468 2.266  0.0644
H24 1.305 0.011 -3.083  0.0109
C32 -4.455 -0.724 3.442  -0.0963
H25 2.852 -2.589 -6.874  0.0805
H26 1.645 -4.420 -1.432  0.0851
H27 4.337 -0.670 0.308  0.1109
C33 -2.349 4.452 2.466  -0.0998
C34 -1.220 4.034 1.786  -0.1705
N7 -0.351 3.145 2.268  0.0708
K1 -0.125 0.892 0.508  0.5401
S3 -0.067 -3.825 -3.783  0.9430
H28 -6.307 2.642 3.776  0.0777
N8 0.295 1.692 4.044  0.0534
C35 4.589 -1.332 -6.682  -0.0928
H29 3.571 -2.623 2.413  0.0963
C36 2.103 -0.126 4.970  -0.0623
H30 1.664 0.574 5.669  0.0904
C37 4.287 -2.355 -1.031  -0.1287
C38 -3.226 1.781 -3.393  -0.7185

Calculated values
Net charge: -2
HOMO level, eV: -0.3
ΔE to the lowest compared entry with this formula, charge and spin, eV: 0.0000
LUMO, eV: 3.4


5.
Here is a single C16H25I2N5O5 molecule from the Open Molecules 2025 dataset. Energies are from wB97M-V/def2-TZVPD.

Each line ends with the natural charge from an NBO analysis.
Geometry (Å):
H1 -5.810 1.308 -0.243  0.3442
H2 -2.361 3.909 1.193  0.1816
H3 0.340 3.098 0.973  0.2117
H4 -0.401 0.296 3.304  0.1871
H5 1.242 0.705 4.042  0.2167
N1 -0.707 -0.839 0.865  -0.7051
C1 -1.335 2.829 -0.323  -0.4182
H6 3.098 -3.376 0.144  0.2129
C2 3.624 -3.318 -0.812  -0.6671
H7 3.268 -1.087 0.501  0.2235
O1 0.101 -3.259 3.380  -0.2100
O2 0.738 -2.183 -0.973  -0.7237
H8 -3.379 3.464 -0.152  0.2335
H9 3.235 -4.111 -1.448  0.2265
C3 0.450 0.116 -0.945  -0.1503
H10 -3.535 -0.385 1.619  0.3710
C4 0.085 -0.751 -3.416  0.5287
I1 -1.772 -0.266 -4.427  0.0105
C5 -0.182 2.256 0.510  -0.4091
N2 -0.189 -3.054 2.278  0.4130
H11 -3.335 2.298 2.208  0.3835
H12 -0.579 1.676 1.332  0.2109
C6 2.803 -0.922 -0.472  -0.5051
C7 3.388 -1.936 -1.450  -0.2689
H13 3.081 0.090 -0.759  0.2361
H14 2.763 -2.043 -2.329  0.2436
H15 1.710 0.327 -2.660  0.2456
C8 -4.212 1.290 0.743  0.5848
O3 0.636 -1.744 -3.728  -0.5017
C9 0.678 0.273 3.228  -0.3649
H16 -1.253 -0.364 1.570  0.4089
C10 0.635 0.295 -2.468  -0.5356
H17 0.208 1.251 -2.759  0.2479
C11 1.277 -1.033 -0.337  0.2832
N3 -3.055 1.942 1.301  -0.7000
O4 -1.972 -0.250 -0.979  -0.5584
C12 -2.593 3.096 0.502  -0.2218
N4 -5.055 1.925 0.043  -0.7190
H18 -1.564 2.188 -1.173  0.2143
C13 0.862 1.494 -0.306  -0.3932
H19 1.219 -2.970 -0.699  0.4907
H20 2.404 -0.156 2.166  0.2169
H21 -4.486 -0.645 0.289  0.3995
C14 -0.909 -0.319 -0.428  0.7515
O5 0.931 -2.460 1.569  -0.4950
H22 1.758 1.356 0.297  0.2181
I2 5.259 -1.170 -2.213  0.0591
H23 4.674 -3.503 -0.609  0.2364
H24 -1.012 3.793 -0.720  0.2067
C15 1.328 -0.266 2.201  -0.2413
H25 1.161 2.162 -1.114  0.2193
N5 -4.326 -0.056 1.092  -0.8367
C16 0.694 -1.089 1.115  0.4076

Calculated values
HOMO level, eV: -9.3
SMILES: [H]/N=C(\N)NCCCC[C@]1(CC(=O)I)C(=O)N[C@@](C=C)(ON=O)[C@]1(O)C[C@H](C)I
ΔE to the lowest compared entry with this formula, charge and spin, eV: 0.1610
LUMO, eV: -0.5


6.
Here is 2 unconnected molecules or ions with the total composition C4H14N2O at a distorted geometry from the Open Molecules 2025 dataset. Energies are from wB97M-V/def2-TZVPD.

Each line ends with the natural charge from an NBO analysis.
Geometry (Å):
H1 -0.702 2.663 -0.336  0.1766
C1 -0.622 0.184 0.838  -0.2244
N1 -0.168 -2.222 -0.920  -0.8403
H2 1.179 0.806 -0.044  0.3451
H3 -1.070 -2.642 -0.694  0.3416
N2 0.496 1.098 0.635  -0.6367
O1 0.145 0.740 -2.401  -0.9475
H4 0.755 -2.976 0.707  0.1872
H5 -0.379 -1.394 -1.472  0.3690
C2 0.500 -1.969 0.340  -0.2160
H6 -1.215 -1.717 1.646  0.1956
H7 1.037 3.019 0.065  0.1939
C3 0.125 2.510 0.372  -0.4167
H8 1.437 -1.417 0.210  0.1788
C4 -0.283 -1.197 1.392  -0.4189
H9 -1.257 0.116 -0.058  0.1711
H10 0.318 -1.198 2.304  0.2108
H11 0.927 1.326 -2.172  0.4747
H12 -1.226 0.689 1.611  0.1878
H13 0.186 0.656 -3.363  0.4772
H14 -0.181 2.924 1.338  0.1910

Calculated values
HOMO level, eV: -8.5
SMILES: CNCCCN.O
ΔE to the lowest compared entry with this formula, charge and spin, eV: 1.4092
LUMO, eV: 0.6